Entry 1:
2 unconnected molecules or ions with the total composition C4H12NO at a distorted geometry, computed with ωB97M-V/def2-TZVPD.

```
18
Properties=species:S:1:pos:R:3:mulliken_charge:R:1
C 2.15407 -1.38756 -0.73081 -0.640
O 2.11172 0.05774 -0.83807 -0.618
H 2.82388 -1.75931 -1.49913 0.352
H 2.48521 -1.73307 0.27874 0.254
H 1.13228 -1.76570 -0.91752 0.254
H 3.01742 0.31207 -1.04476 0.337
C -2.07871 1.01780 -0.63588 -1.106
C -1.24856 0.41018 0.49394 0.720
C -1.58717 -0.60759 1.34427 -0.967
N 0.10168 0.94334 0.69497 -0.171
H -3.00830 0.49903 -0.62900 0.374
H -2.29502 2.09627 -0.51661 0.333
H -1.56556 0.86082 -1.60450 0.310
H -0.85745 -1.04304 2.03795 0.237
H -2.60748 -1.02618 1.35762 0.281
H 0.20005 1.95231 0.59151 0.401
H 0.76160 0.47053 0.02115 0.281
H 0.46035 0.70236 1.59612 0.369
```

Values from the calculation:
2S+1 ... 1
Energy above the lowest of the compared OMol25 structures with the same formula, charge and spin ... 35.35 kcal/mol
Orbital gap ... 11.148 eV
Total charge ... +1
E_HOMO ... -0.5274 Ha

Entry 2:
2 unconnected molecules or ions with the total composition C4H12NO at a distorted geometry, computed with ωB97M-V/def2-TZVPD.

```
18
Properties=species:S:1:pos:R:3:mulliken_charge:R:1
C 0.35341 0.62931 1.05853 -0.295
O 0.78836 -0.40416 1.89139 -0.476
C 1.46218 0.85138 0.04337 -0.561
N 1.09778 2.05413 -0.83139 -0.311
H 0.24032 1.56150 1.63837 0.301
H -0.60803 0.39569 0.59255 0.221
H 0.04819 -0.92792 2.21289 0.330
H 2.38621 1.14689 0.53339 0.338
H 1.59810 -0.00971 -0.60435 0.352
H 1.24247 2.88116 -0.26286 0.369
H 0.14603 1.99179 -1.20247 0.336
H 1.73513 2.10739 -1.63785 0.360
C -2.12771 -2.15943 -0.04578 -0.578
C -1.35240 -1.94094 -1.09707 -0.380
H -2.26015 -3.12821 0.40756 0.254
H -2.67866 -1.35025 0.41357 0.270
H -0.79778 -2.74075 -1.56411 0.226
H -1.27345 -0.95788 -1.54574 0.244
```

Values from the calculation:
2S+1 ... 1
Energy above the lowest of the compared OMol25 structures with the same formula, charge and spin ... 48.65 kcal/mol
Orbital gap ... 9.451 eV
Total charge ... +1
E_HOMO ... -0.4932 Ha

Entry 3:
2 unconnected molecules or ions with the total composition C4H12NO at a distorted geometry, computed with ωB97M-V/def2-TZVPD.

```
18
Properties=species:S:1:pos:R:3:mulliken_charge:R:1
O -0.05364 -3.54834 -1.43400 -0.075
C -0.57758 -2.78348 -0.29556 -0.281
C 0.35440 -1.63840 0.04003 -0.113
N -0.06295 -0.38809 0.60376 -0.078
C -0.45077 2.73949 0.21574 -0.763
C 1.06685 2.62443 0.23635 -0.552
H -0.64422 -3.33947 -2.21307 0.457
H -0.66951 -3.50389 0.55305 0.363
H -1.62381 -2.40503 -0.50065 0.402
H 1.09813 -1.58136 -0.72920 0.449
H 0.74285 -1.58902 1.02913 0.254
H -0.89658 2.17435 -0.71859 0.232
H -0.76727 -0.55814 1.28903 0.325
H -0.90840 2.21532 1.07940 0.256
H -0.83709 3.76536 0.17928 0.350
H 1.42681 3.07728 -0.67001 0.312
H 1.34053 1.53634 0.28106 0.148
H 1.46225 3.20262 1.05426 0.314
```

Values from the calculation:
2S+1 ... 2
Energy above the lowest of the compared OMol25 structures with the same formula, charge and spin ... 205.74 kcal/mol
Orbital gap (alpha / beta) ... 4.380 / 2.555 eV
Total charge ... +2
E_HOMO (alpha / beta) ... -0.6787 / -0.6834 Ha

Entry 4:
2 unconnected molecules or ions with the total composition C4H12NO2 at a distorted geometry, computed with ωB97M-V/def2-TZVPD.

```
19
Properties=species:S:1:pos:R:3:mulliken_charge:R:1
C 0.40359 1.65161 0.78715 -0.952
N -0.67445 0.84445 0.25967 -0.406
C -0.14973 -1.00609 1.79718 -1.484
C -0.51839 -0.60195 0.36977 0.547
C 0.29383 -1.36049 -0.68603 -0.736
O -0.08758 -1.05458 -1.97811 -0.799
H 0.26954 1.83919 1.86163 0.290
H 1.44145 1.29737 0.68168 0.273
H 0.40271 2.63667 0.31381 0.359
H -0.80443 1.08833 -0.71556 0.433
H -0.03365 -2.08732 1.88807 0.431
H -0.88451 -0.68767 2.54103 0.318
H 0.80335 -0.54768 2.08430 0.333
H -1.53231 -0.99803 0.20787 0.089
H 0.07516 -2.43461 -0.48636 0.281
H 1.39981 -1.32487 -0.55307 0.222
H -0.18414 0.25605 -2.23053 0.445
H 0.01514 1.17113 -3.52471 0.222
O -0.23540 1.31849 -2.61782 -0.864
```

Values from the calculation:
2S+1 ... 1
Energy above the lowest of the compared OMol25 structures with the same formula, charge and spin ... 10.30 kcal/mol
Orbital gap ... 7.687 eV
Total charge ... -1
E_HOMO ... -0.1316 Ha

Entry 5:
2 unconnected molecules or ions with the total composition C4H12NO2, computed with ωB97M-V/def2-TZVPD.

```
19
Properties=species:S:1:pos:R:3:mulliken_charge:R:1
C 2.18166 -0.78472 1.73740 -0.345
O 2.28860 -2.18312 2.03026 -0.517
C 0.85704 -0.50628 1.05495 -0.361
N 0.69626 0.91527 0.81576 -0.799
H 2.26387 -0.19992 2.66384 0.264
H 2.98203 -0.48295 1.06862 0.252
H 3.15892 -2.36058 2.40604 0.283
H 0.79638 -1.11112 0.14089 0.259
H 0.03131 -0.85267 1.69705 0.214
H -0.09119 1.00592 0.14940 0.470
H 1.49106 1.24470 0.27457 0.230
C -1.80476 1.30350 -2.00445 -0.291
O -0.96890 0.47868 -1.31924 -0.817
C -3.16402 0.62895 -2.28548 -1.101
H -1.37001 1.62407 -2.98026 0.195
H -2.03045 2.24714 -1.44275 0.199
H -3.91199 1.28796 -2.73766 0.360
H -3.52385 0.24462 -1.32821 0.263
H -3.00304 -0.23102 -2.93772 0.242
```

Values from the calculation:
2S+1 ... 1
Energy above the lowest of the compared OMol25 structures with the same formula, charge and spin ... 25.11 kcal/mol
Orbital gap ... 6.060 eV
Total charge ... -1
E_HOMO ... -0.1005 Ha

Entry 6:
2 unconnected molecules or ions with the total composition C4H12NO2, computed with ωB97M-V/def2-TZVPD.

```
19
Properties=species:S:1:pos:R:3:mulliken_charge:R:1
C -1.14803 -1.17839 0.92963 -0.612
C -1.82381 0.16106 0.62111 -0.551
N -0.95719 1.32839 0.51366 -0.499
C 0.12577 1.16145 -0.45682 -0.341
C 1.41413 0.57234 0.21174 -0.134
O 1.41009 0.69972 1.54744 -0.921
H -1.92009 -1.94773 1.04222 0.403
H -0.50210 -1.47592 0.10523 -0.059
H -0.53305 -1.10034 1.82925 0.271
H -2.57105 0.39174 1.38604 0.338
H -2.40523 0.05096 -0.30679 0.278
H -0.39762 1.35181 1.38790 0.308
H -0.19622 0.56986 -1.33359 -0.034
H 0.33082 2.14477 -0.90586 0.328
H 2.27904 1.09031 -0.26081 0.319
H 1.51288 -0.49423 -0.15250 -0.021
H 0.90763 -1.97407 -1.80065 0.294
H 0.47355 -1.20825 -3.02226 0.355
O 0.81404 -2.07035 -2.76073 -0.722
```

Values from the calculation:
2S+1 ... 1
Energy above the lowest of the compared OMol25 structures with the same formula, charge and spin ... 22.32 kcal/mol
Orbital gap ... 6.739 eV
Total charge ... -1
E_HOMO ... -0.1031 Ha

Entry 7:
A molecular structure, C4H12NO2 at a distorted geometry, computed with ωB97M-V/def2-TZVPD.

```
19
Properties=species:S:1:pos:R:3:mulliken_charge:R:1
C -1.64439 -1.49105 -0.49925 -0.815
C -1.53546 -0.49885 0.67889 -0.216
N -1.68054 0.93666 0.38157 -0.644
C -0.26021 1.33633 -0.64294 -0.505
C 1.06667 0.83902 -0.13091 -0.572
O 1.29481 -0.54614 -0.20283 -0.538
H -1.56664 -0.85096 -1.40132 0.188
H -2.62746 -2.02560 -0.50605 0.279
H -0.84166 -2.27361 -0.53496 0.217
H -2.18247 -0.87412 1.51770 0.421
H -0.49865 -0.64023 1.04234 0.162
H -1.48656 1.04630 -0.74155 0.331
H -0.27456 2.39965 -0.45746 0.284
H -0.29831 1.13105 -1.75838 0.227
H 1.89840 1.30508 -0.71665 0.416
H 1.22571 1.22628 0.90121 0.258
H 3.65974 -0.19136 1.87548 0.146
H 2.20329 -0.63151 0.27252 0.441
O 3.54828 -0.19695 0.92260 -1.078
```

Values from the calculation:
2S+1 ... 1
Energy above the lowest of the compared OMol25 structures with the same formula, charge and spin ... 100.68 kcal/mol
Orbital gap ... 7.360 eV
Total charge ... -1
E_HOMO ... -0.1294 Ha

Entry 8:
3 unconnected molecules or ions with the total composition C4H12NO2 at a distorted geometry, computed with ωB97M-V/def2-TZVPD.

```
19
Properties=species:S:1:pos:R:3:mulliken_charge:R:1
C -1.86086 0.34815 -0.42830 -1.345
C -0.93043 0.04849 0.74120 0.667
C -1.47019 -0.53574 1.81689 -0.662
C 0.92290 1.18392 -0.38621 -0.141
N 0.37862 0.63073 0.65347 -0.007
H -2.66471 -0.33591 -0.63644 0.366
H -1.07932 0.38900 -1.23955 0.328
H -2.17351 1.41737 -0.41707 0.365
H -0.70848 -1.08173 2.40859 0.277
H -2.51929 -0.54132 2.03563 0.308
H 1.98598 1.51701 -0.47045 0.207
H 0.26381 1.74421 -1.02713 0.312
H 0.79496 0.87481 1.53794 0.332
H -1.15178 -4.50818 0.00874 0.326
H -1.83672 -3.42481 -0.67879 0.310
O -0.96557 -3.60229 -0.28987 -0.630
H 4.83785 2.05396 -0.58148 0.334
H 4.13308 2.08789 -1.96828 0.322
O 4.04367 1.73445 -1.07889 -0.669
```

Values from the calculation:
2S+1 ... 1
Energy above the lowest of the compared OMol25 structures with the same formula, charge and spin ... 92.18 kcal/mol
Orbital gap ... 8.111 eV
Total charge ... +1
E_HOMO ... -0.5101 Ha

Entry 9:
2 unconnected molecules or ions with the total composition C4H12NO2 at a distorted geometry, computed with ωB97M-V/def2-TZVPD.

```
19
Properties=species:S:1:pos:R:3:mulliken_charge:R:1
O 1.80764 -1.15067 0.53502 -0.482
C 0.83772 -1.86555 0.39069 0.216
C -0.49102 -1.16386 0.37158 -0.707
N -0.38017 0.29704 0.02642 0.033
C -0.50502 0.72170 -1.40368 -0.357
C 0.76715 0.55159 -2.15352 -1.193
H 0.85515 -2.91637 0.06453 0.375
H -1.07633 -1.67234 -0.39998 0.314
H -1.03202 -1.35121 1.29634 0.389
H 0.64439 0.25915 0.27728 0.356
H -0.95225 0.88382 0.65848 0.345
H -0.71116 1.79320 -1.31679 0.328
H -1.36869 0.24834 -1.86762 0.362
H 1.14452 -0.46188 -2.32325 0.327
H 1.56808 1.16300 -1.72718 0.362
H 0.67361 0.90271 -3.18359 0.382
H -2.02062 2.48373 2.49999 0.320
H -1.04332 1.25135 2.56295 0.300
O -1.47698 1.88775 1.97960 -0.671
```

Values from the calculation:
2S+1 ... 1
Energy above the lowest of the compared OMol25 structures with the same formula, charge and spin ... 40.40 kcal/mol
Orbital gap ... 11.507 eV
Total charge ... +1
E_HOMO ... -0.5588 Ha

Entry 10:
3 unconnected molecules or ions with the total composition C4H12NO2 at a distorted geometry, computed with ωB97M-V/def2-TZVPD.

```
19
Properties=species:S:1:pos:R:3:mulliken_charge:R:1
C -2.79721 -0.11776 0.75908 -1.144
C -1.88120 0.21973 -0.38268 -0.176
C -0.56779 0.37316 -0.18580 -0.031
N 0.19162 1.07631 -1.17221 0.032
C 1.24196 1.76461 -0.88771 -0.199
H -3.48563 -0.89155 0.39230 0.341
H -2.29909 -0.60348 1.61937 0.332
H -3.42486 0.72138 1.05480 0.312
H -2.36508 0.21107 -1.34565 0.315
H -0.04422 0.31858 0.77329 0.322
H -0.16498 1.10922 -2.12260 0.306
H 1.45377 1.98784 0.17434 0.255
H 1.86179 1.99939 -1.72651 0.319
H 2.00755 0.44675 2.73134 0.309
H 2.18954 -1.03799 2.11893 0.306
O 2.06218 -0.09746 1.94642 -0.603
H 2.29686 -1.90636 -0.79979 0.308
H 1.97577 -3.25837 -1.47468 0.324
O 1.74904 -2.31507 -1.47226 -0.628
```

Values from the calculation:
2S+1 ... 1
Energy above the lowest of the compared OMol25 structures with the same formula, charge and spin ... 59.97 kcal/mol
Orbital gap ... 9.073 eV
Total charge ... +1
E_HOMO ... -0.5160 Ha

Entry 11:
2 unconnected molecules or ions with the total composition C4H12NO3 at a distorted geometry, computed with ωB97M-V/def2-TZVPD.

```
20
Properties=species:S:1:pos:R:3:mulliken_charge:R:1
C 2.11132 0.54583 0.17142 -0.581
O 2.72307 1.41075 -0.58030 -0.827
C 0.40570 0.98483 0.25717 -0.727
C -0.42014 0.05906 1.08316 0.788
C -0.67244 -1.36772 0.57359 -1.335
O 0.04050 -0.03848 2.45521 -0.571
N 0.00789 1.06398 -1.13545 -0.462
H 2.55267 0.51330 1.20745 0.288
H 2.09068 -0.54078 -0.09257 0.208
H 0.65097 1.95692 0.67773 0.262
H -1.40230 0.51057 1.34258 0.258
H -0.34377 -1.51929 -0.46345 0.327
H -0.12130 -2.00628 1.26834 0.328
H -1.68900 -1.79965 0.57947 0.217
H 0.98860 0.16948 2.45702 0.321
H 0.71693 0.57997 -1.68742 0.278
H 0.08926 1.98844 -1.54114 0.284
H -1.81748 -0.66588 -2.12345 0.346
H -3.31317 -0.74913 -1.94938 0.315
O -2.59798 -1.09593 -2.49996 -0.716
```

Values from the calculation:
2S+1 ... 1
Energy above the lowest of the compared OMol25 structures with the same formula, charge and spin ... 38.86 kcal/mol
Orbital gap ... 6.467 eV
Total charge ... -1
E_HOMO ... -0.1033 Ha

Entry 12:
2 unconnected molecules or ions with the total composition C4H12NO3 at a distorted geometry, computed with ωB97M-V/def2-TZVPD.

```
20
Properties=species:S:1:pos:R:3:mulliken_charge:R:1
O -1.52830 -0.28364 -1.22625 -0.394
C -1.60842 -0.40910 -0.01407 -0.186
C -0.51821 0.12595 0.90050 -0.049
C 0.66319 -0.90464 1.17446 -0.016
C 1.63229 -0.53288 2.40561 -1.248
O 1.24292 -0.95540 -0.05752 -0.542
N -0.04219 1.36127 0.12179 -0.383
H -2.46170 -1.00306 0.30376 0.443
H -0.89911 0.44596 1.89805 0.521
H 0.43841 -1.92724 1.34582 0.451
H 1.24642 -1.06008 3.30274 0.342
H 2.62059 -0.81868 2.35424 0.446
H 1.68257 0.60741 2.61177 0.261
H 2.11330 -1.32169 -0.22548 0.337
H 0.94408 1.62703 -0.00607 0.397
H -0.59521 2.25647 0.37586 0.374
H -0.11805 1.12817 -0.95420 0.263
H -0.19094 0.27185 -3.06568 0.307
H 0.02592 1.60693 -3.36043 0.259
O -0.40512 1.11180 -2.74523 -0.585
```

Values from the calculation:
2S+1 ... 1
Energy above the lowest of the compared OMol25 structures with the same formula, charge and spin ... 65.84 kcal/mol
Orbital gap ... 10.874 eV
Total charge ... +1
E_HOMO ... -0.5267 Ha